1.
Formula: C3H6N2OS
Source: OMol25
Level of theory: ωB97M-V with the def2-TZVPD basis set

```
13
Properties=species:S:1:pos:R:3
C -3.19640 0.36208 -1.23454
O -3.91024 -0.23737 -1.97557
H 1.08542 -0.43626 1.95294
C 1.18929 -0.53253 0.89768
S -3.14824 0.08521 0.49048
H -2.40986 0.90750 -1.63841
N -0.77664 2.27054 0.24280
H -0.64737 -0.50742 -0.53291
H -4.14865 -0.70390 0.58103
H 1.17010 -1.65513 0.62680
N -0.43120 1.17394 0.28324
H 2.04688 -0.15393 0.39756
C -0.05562 0.00829 0.20328
```

Computed properties:
HOMO: -8.420 eV
DFT total energy: -19068.0389 eV
Total charge: 0
HOMO-LUMO gap: 8.9 eV
Spin multiplicity: 1
ΔE to the lowest compared entry with this formula, charge and spin: 95.2 kcal/mol

Mulliken atomic charge list, values in e, 6 entries:
1. C -0.01
2. O -0.44
3. H 0.30
4. C -1.05
5. S -0.15
6. H 0.44

---

2.
Formula: C3H6N2OS
Source: OMol25
Level of theory: ωB97M-V with the def2-TZVPD basis set

```
13
Properties=species:S:1:pos:R:3
C 0.99960 -0.50754 0.74680
H 2.17615 -2.16808 0.82695
H 1.08714 -2.08400 -0.48059
H -1.40253 2.06716 -1.32693
O -0.37204 1.34537 0.34048
H -1.68261 2.88507 0.27589
N 1.62532 -1.59068 0.17037
N 1.24246 0.02156 1.86958
C -0.06661 0.12763 -0.09359
C -1.53699 1.93922 -0.25290
H -2.42626 1.29296 -0.07634
S -0.82431 -0.66636 -1.31568
H 1.96292 -0.46639 2.42657
```

Computed properties:
HOMO: -9.165 eV
DFT total energy: -19070.5813 eV
Total charge: 0
HOMO-LUMO gap: 9.0 eV
Spin multiplicity: 1
ΔE to the lowest compared entry with this formula, charge and spin: 36.6 kcal/mol
SMILES: [H]/N=C(\N)C(=S)OC

Mulliken atomic charge list, values in e, 6 entries:
1. C 0.40
2. H 0.23
3. H 0.20
4. H 0.35
5. O -0.28
6. H 0.23

---

3.
Formula: C3H6N2OS2
Source: OMol25
Level of theory: ωB97M-V with the def2-TZVPD basis set

```
14
Properties=species:S:1:pos:R:3
H 1.45883 -2.04655 0.85551
C -1.52285 1.31715 0.19586
H 1.74467 0.43853 -1.45965
H -2.33021 1.99737 0.92814
H -0.50594 0.79669 0.72921
O 2.55612 0.69018 -0.66692
N 2.44602 -0.52385 0.14221
H -1.31115 1.98204 -0.84123
C -2.23253 -0.09467 -0.16960
C 1.26309 -1.13542 0.34626
N 0.22501 -0.84682 -0.25649
S -1.16507 -1.50447 -0.38536
H 3.17639 -0.73285 0.74007
S -3.80240 -0.33736 -0.15799
```

Computed properties:
HOMO: -8.037 eV
DFT total energy: -29900.8526 eV
Total charge: 0
HOMO-LUMO gap: 8.2 eV
Spin multiplicity: 1
ΔE to the lowest compared entry with this formula, charge and spin: 149.2 kcal/mol
SMILES: CC(=S)S/N=C/NO

Mulliken atomic charge list, values in e, 6 entries:
1. H 0.39
2. C -0.65
3. H 0.38
4. H 0.29
5. H 0.19
6. O -0.44

---

4.
Formula: C3H6N2OS2
Source: OMol25
Level of theory: ωB97M-V with the def2-TZVPD basis set

```
14
Properties=species:S:1:pos:R:3
H -0.27982 -1.99920 -2.03181
H -0.97541 -0.89085 -0.38472
C 0.77147 -1.47368 -1.93734
O 0.62299 -0.16031 -1.44953
C -0.17010 0.76924 2.38069
S -0.20890 1.45590 3.91993
H -1.43598 2.14312 1.31340
H 1.31517 -1.40022 -2.97984
C -0.29269 -0.10700 -0.46339
H 1.46978 -2.09242 -1.27739
S 0.78202 -0.49827 1.90642
N -1.02193 1.21372 1.29980
H -0.00128 1.89609 -0.30181
N -0.57530 1.14387 0.00559
```

Computed properties:
HOMO: -7.645 eV
DFT total energy: -29903.4130 eV
Total charge: 0
HOMO-LUMO gap: 7.4 eV
Spin multiplicity: 1
ΔE to the lowest compared entry with this formula, charge and spin: 90.2 kcal/mol

Mulliken atomic charge list, values in e, 6 entries:
1. H 0.31
2. H 0.40
3. C -0.56
4. O -0.31
5. C 0.22
6. S -0.32

---

5.
Formula: C3H6N2OS2
Source: OMol25
Level of theory: ωB97M-V with the def2-TZVPD basis set

```
14
Properties=species:S:1:pos:R:3
H 0.49603 -1.41603 -2.96683
H -0.12613 3.86464 2.18741
O -0.60452 -1.29735 -1.31295
S -0.86968 -0.79697 2.56031
H 1.48927 -1.02778 -1.56431
N -0.56613 -1.61381 0.02465
C 0.07271 3.21292 1.35936
H 0.29653 3.69854 0.40843
C 0.62663 -1.64753 -1.96165
H 0.78802 -2.71999 -1.89369
N -0.01581 1.96983 1.59075
S -0.28291 0.95786 0.25135
C -0.52261 -0.63709 0.96175
H -0.78137 -2.54724 0.35541
```

Computed properties:
HOMO: -8.331 eV
DFT total energy: -29902.9540 eV
Total charge: 0
HOMO-LUMO gap: 8.8 eV
Spin multiplicity: 1
ΔE to the lowest compared entry with this formula, charge and spin: 100.8 kcal/mol
SMILES: C=NSC(=S)NOC

Mulliken atomic charge list, values in e, 6 entries:
1. H 0.26
2. H 0.26
3. O -0.29
4. S -0.32
5. H 0.24
6. N -0.08

---

6.
Formula: C3H6N2S
Source: OMol25
Level of theory: ωB97M-V with the def2-TZVPD basis set

```
12
Properties=species:S:1:pos:R:3
S 0.74445 -1.28132 0.04026
H 3.06444 0.62033 0.30365
N 2.17360 0.74678 -0.15012
C -1.48618 0.24894 -0.09736
N 1.05209 0.31812 0.50663
H -1.56460 -1.85260 -0.52582
H 2.20700 0.12758 -1.05151
H -0.51420 2.10836 -0.05550
C -1.09849 -1.13207 0.13285
H -2.58192 0.48998 -0.26292
H -1.46809 -1.49930 1.15597
C -0.52810 1.10518 0.00385
```

Computed properties:
HOMO: -7.855 eV
DFT total energy: -17019.7072 eV
Total charge: 0
HOMO-LUMO gap: 8.8 eV
Spin multiplicity: 1
ΔE to the lowest compared entry with this formula, charge and spin: 99.9 kcal/mol
SMILES: NN1C=CCS1

Mulliken atomic charge list, values in e, 6 entries:
1. S -0.14
2. H 0.24
3. N -0.55
4. C -0.07
5. N -0.06
6. H 0.36

---

7.
Formula: C3H6N2S
Source: OMol25
Level of theory: ωB97M-V with the def2-TZVPD basis set

```
12
Properties=species:S:1:pos:R:3
H -2.78462 -1.58772 -0.08006
H 1.36407 1.91868 0.27027
C -2.37904 -0.53110 0.18430
C 1.04273 0.92145 0.05152
C -1.01924 -0.34430 -0.30467
H 3.08934 -1.70946 -0.11115
H -0.80113 1.57314 -0.24563
S 3.27114 -0.19572 -0.01518
N -0.36764 0.80961 -0.31092
H -2.76230 0.45916 0.94027
N 1.68036 -0.14006 0.06027
H -0.33366 -1.17368 -0.43901
```

Computed properties:
HOMO: -7.737 eV
DFT total energy: -17019.3964 eV
Total charge: 0
HOMO-LUMO gap: 8.3 eV
Spin multiplicity: 1
ΔE to the lowest compared entry with this formula, charge and spin: 107.1 kcal/mol
SMILES: C=CN/C=N/S

Mulliken atomic charge list, values in e, 6 entries:
1. H 0.24
2. H 0.36
3. C -0.69
4. C -0.01
5. C 0.01
6. H 0.17

---

8.
Formula: C3H6N2S
Source: OMol25
Level of theory: ωB97M-V with the def2-TZVPD basis set

```
12
Properties=species:S:1:pos:R:3
H -3.04761 1.16897 0.12747
C 1.94794 -0.86199 -0.19598
H 2.65406 -0.65873 0.57766
S -2.46798 -1.13907 -0.16287
H 0.25857 -0.50309 1.27032
C 0.64238 -0.21253 0.27048
N 0.19434 0.71174 -0.44708
H 1.90210 -1.96106 -0.15291
H 2.37615 -0.53382 -1.15533
H -1.14569 2.27252 -0.04483
C -2.23496 0.47169 -0.03647
N -1.07930 1.24536 -0.05044
```

Computed properties:
HOMO: -8.437 eV
DFT total energy: -17022.0029 eV
Total charge: 0
HOMO-LUMO gap: 9.2 eV
Spin multiplicity: 1
ΔE to the lowest compared entry with this formula, charge and spin: 47.0 kcal/mol
SMILES: C/C=N/NC=S

Mulliken atomic charge list, values in e, 6 entries:
1. H 0.31
2. C -0.95
3. H 0.28
4. S -0.30
5. H 0.37
6. C 0.07

---

9.
Formula: C3H6N2S
Source: OMol25
Level of theory: ωB97M-V with the def2-TZVPD basis set

```
12
Properties=species:S:1:pos:R:3
N 0.54658 -0.79474 -0.33313
S 2.19793 -0.13104 0.17515
H -1.53791 -1.33245 -0.91306
H -1.30103 1.68075 -0.21347
H 0.15692 -1.33788 0.85296
C -2.83172 -0.20284 0.43384
N -0.26920 1.46311 -0.20222
H -2.80772 0.94162 0.64582
H -3.53854 -0.89525 0.58946
H 1.53414 1.47381 0.54392
C -0.44325 0.18815 -0.26013
C -1.66075 -0.50407 -0.26715
```

Computed properties:
HOMO: -8.921 eV
DFT total energy: -17018.2201 eV
Total charge: 0
HOMO-LUMO gap: 8.9 eV
Spin multiplicity: 1
ΔE to the lowest compared entry with this formula, charge and spin: 134.2 kcal/mol

Mulliken atomic charge list, values in e, 6 entries:
1. N -0.48
2. S -0.21
3. H 0.40
4. H 0.23
5. H 0.40
6. C -0.58

---

10.
Formula: C3H6N2S
Source: OMol25
Level of theory: ωB97M-V with the def2-TZVPD basis set

```
12
Properties=species:S:1:pos:R:3
H -0.01399 0.09859 1.96810
H -1.46289 0.09921 -0.89428
N 0.69764 0.38706 -0.01297
H -1.01181 -1.61326 -0.37206
N -0.86360 0.21390 -1.86097
H -1.55587 -1.64451 1.35457
C -0.86395 -1.29211 0.67164
S 2.15867 1.04613 0.55940
C 0.36872 0.36873 -1.39495
H 1.26345 0.42277 -1.98997
C -0.03621 -0.28688 0.95391
H 1.31985 2.20036 1.01759
```

Computed properties:
HOMO: -8.747 eV
DFT total energy: -17021.0020 eV
Total charge: 0
HOMO-LUMO gap: 9.1 eV
Spin multiplicity: 1
ΔE to the lowest compared entry with this formula, charge and spin: 70.1 kcal/mol
SMILES: [H]/N=C\N(S)C=C

Mulliken atomic charge list, values in e, 6 entries:
1. H 0.28
2. H 0.34
3. N -0.19
4. H 0.44
5. N -0.68
6. H 0.26

---

11.
Formula: C3H6N2S
Source: OMol25
Level of theory: ωB97M-V with the def2-TZVPD basis set

```
12
Properties=species:S:1:pos:R:3
N 2.10182 -0.34069 0.32186
S -0.29452 -1.20805 -0.51266
H 1.33896 0.70300 -1.24349
C -2.46492 0.23317 0.11350
H -0.58957 0.95578 0.63960
H -3.10771 -0.55123 -0.34103
H -2.96341 1.12783 0.44460
H 1.34268 -2.00377 1.03541
H 2.70907 1.32289 -0.53539
C 1.15366 -1.18390 0.40735
N 1.91876 0.74570 -0.43931
C -1.14482 0.19927 0.10956
```

Computed properties:
HOMO: -8.553 eV
DFT total energy: -17021.6088 eV
Total charge: 0
HOMO-LUMO gap: 9.5 eV
Spin multiplicity: 1
ΔE to the lowest compared entry with this formula, charge and spin: 56.1 kcal/mol
SMILES: C=CS/C=N\N

Mulliken atomic charge list, values in e, 6 entries:
1. N -0.38
2. S -0.19
3. H 0.19
4. C -0.66
5. H 0.34
6. H 0.22

---

12.
Formula: C3H6N2S2
Source: OMol25
Level of theory: ωB97M-V with the def2-TZVPD basis set

```
13
Properties=species:S:1:pos:R:3
H -3.06996 -0.47348 -0.32099
H -0.14822 0.45841 -1.67820
H 1.17736 0.96675 1.12725
H 3.30471 0.49835 0.33746
H 2.64431 -0.51907 -1.03310
N -1.73539 -1.14149 0.82154
H -1.32546 -0.83910 1.61663
S -0.37017 -1.42009 -0.29316
C 2.49785 0.22039 -0.26796
C 1.24053 0.64396 -0.01145
S -1.65714 1.34338 -0.09072
N -2.48909 -0.12901 0.41189
C -0.06932 0.39099 -0.61918
```

Computed properties:
HOMO: -8.592 eV
DFT total energy: -27855.4822 eV
Total charge: 0
HOMO-LUMO gap: 9.0 eV
Spin multiplicity: 1
ΔE to the lowest compared entry with this formula, charge and spin: 83.4 kcal/mol
SMILES: C=CC1SNNS1

Mulliken atomic charge list, values in e, 6 entries:
1. H 0.28
2. H 0.42
3. H 0.13
4. H 0.27
5. H 0.22
6. N -0.33